No. 1
{"formula": "C30H37AsCoNO4PS", "method": "ωB97M-V with the def2-TZVPD basis set", "elements": ["Co", "O", "P", "C", "C", "C", "C", "C", "C", "C", "C", "C", "C", "C", "C", "C", "C", "C", "C", "C", "C", "H", "H", "H", "H", "H", "H", "H", "H", "H", "H", "H", "H", "H", "H", "H", "C", "As", "C", "C", "O", "H", "H", "H", "H", "H", "H", "H", "H", "H", "C", "S", "O", "C", "C", "C", "C", "C", "C", "H", "H", "H", "H", "H", "H", "H", "H", "C", "C", "N", "O", "H", "H", "H", "H", "H"], "positions_angstrom": [[-0.2496, 0.3351, 0.0746], [1.6876, 0.3510, 0.2099], [2.6383, 1.5408, 0.1103], [3.0189, 1.9250, -1.5905], [2.8313, 3.1898, -2.1426], [3.1653, 3.4214, -3.4718], [3.6981, 2.3996, -4.2407], [3.9083, 1.1396, -3.6879], [3.5680, 0.9009, -2.3700], [1.9175, 2.9870, 0.8749], [0.6795, 3.4417, 0.4113], [0.0628, 4.5236, 1.0147], [0.6820, 5.1640, 2.0819], [1.9106, 4.7201, 2.5483], [2.5312, 3.6330, 1.9466], [4.1827, 1.1525, 0.9131], [4.2552, 0.0930, 1.8157], [5.4515, -0.1916, 2.4568], [6.5738, 0.5824, 2.1999], [6.5097, 1.6346, 1.2959], [5.3191, 1.9175, 0.6472], [2.4360, 3.9968, -1.5413], [3.0256, 4.4051, -3.8983], [3.9683, 2.5878, -5.2709], [4.3490, 0.3533, -4.2853], [3.7476, -0.0764, -1.9370], [0.1947, 2.9577, -0.4325], [-0.8914, 4.8759, 0.6489], [0.2104, 6.0233, 2.5396], [2.3917, 5.2262, 3.3737], [3.4902, 3.2904, 2.3131], [3.3838, -0.5197, 1.9945], [5.5119, -1.0176, 3.1519], [7.5068, 0.3592, 2.6988], [7.3895, 2.2282, 1.0910], [5.2764, 2.7312, -0.0666], [-1.6244, 1.9273, 4.3296], [-0.7503, 0.5670, 3.3436], [1.0933, 0.5281, 3.7837], [-1.5312, -1.1220, 3.7281], [-0.9465, 0.9221, 1.6973], [-1.6124, 1.6788, 5.3901], [-2.6514, 2.0042, 3.9756], [-1.1012, 2.8674, 4.1593], [1.2306, 0.0814, 4.7677], [1.4779, 1.5466, 3.7744], [1.6005, -0.0604, 3.0247], [-1.4575, -1.3355, 4.7936], [-1.0050, -1.8854, 3.1564], [-2.5774, -1.0924, 3.4267], [-0.4463, 1.1265, -4.3126], [0.2715, 0.1331, -3.0313], [-0.4324, 0.6970, -1.7759], [-0.4771, -1.4270, -3.3669], [0.3331, -2.4102, -3.9159], [-0.2228, -3.6515, -4.2008], [-1.5599, -3.8883, -3.9199], [-2.3556, -2.8947, -3.3558], [-1.8177, -1.6511, -3.0723], [-1.5251, 0.9893, -4.3072], [-0.0125, 0.8031, -5.2574], [-0.1756, 2.1604, -4.1105], [1.3759, -2.2100, -4.1291], [0.3870, -4.4263, -4.6439], [-1.9917, -4.8538, -4.1461], [-3.4005, -3.0858, -3.1540], [-2.4212, -0.8697, -2.6288], [1.3884, -2.7638, -0.4768], [-0.0669, -2.6984, -0.1196], [-0.7152, -3.8506, 0.0460], [-0.6735, -1.6258, 0.0324], [1.6100, -3.6314, -1.0953], [1.9754, -2.8361, 0.4403], [1.6742, -1.8458, -0.9815], [-0.2571, -4.7346, -0.0958], [-1.6973, -3.8408, 0.2737]], "forces_ev_per_angstrom": [[-0.4, 0.4, -0.2], [0.2, 0.0, 0.2], [0.0, 0.0, 0.0], [0.1, 0.0, -0.2], [0.0, 0.0, 0.0], [0.0, 0.0, 0.0], [0.0, 0.0, 0.0], [0.0, 0.0, 0.0], [0.1, 0.1, 0.1], [0.0, 0.1, 0.1], [0.0, 0.0, 0.0], [0.0, 0.0, 0.0], [0.0, 0.0, 0.0], [0.0, 0.0, 0.0], [0.0, 0.0, 0.0], [0.1, -0.1, 0.0], [0.0, 0.0, 0.0], [0.0, 0.0, 0.0], [0.0, 0.0, 0.0], [0.0, 0.0, 0.0], [0.0, 0.0, 0.0], [0.0, 0.0, 0.0], [0.0, 0.0, 0.0], [0.0, 0.0, 0.0], [0.0, 0.0, 0.0], [0.0, 0.0, 0.0], [0.0, 0.0, 0.0], [0.0, 0.0, 0.0], [0.0, 0.0, 0.0], [0.0, 0.0, 0.0], [0.0, 0.0, 0.0], [0.0, 0.0, 0.0], [0.0, 0.0, 0.0], [0.0, 0.0, 0.0], [0.0, 0.0, 0.0], [0.0, 0.0, 0.0], [-0.1, 0.1, 0.1], [-0.2, 0.1, -0.6], [0.2, 0.0, 0.1], [-0.1, -0.2, 0.0], [0.2, -0.3, 0.6], [0.0, 0.0, 0.0], [0.0, 0.0, 0.0], [0.0, 0.0, 0.0], [0.0, 0.0, 0.0], [0.0, 0.0, 0.0], [0.0, 0.0, 0.0], [0.0, 0.0, 0.0], [0.0, 0.0, 0.0], [0.0, 0.0, 0.0], [-0.1, 0.1, -0.1], [0.2, 0.1, 0.4], [0.1, -0.2, -0.5], [-0.1, -0.1, 0.0], [-0.1, -0.1, 0.0], [0.0, 0.0, 0.0], [0.0, 0.0, 0.0], [0.0, 0.0, 0.0], [0.0, -0.1, -0.1], [0.0, 0.0, 0.0], [0.0, 0.0, 0.0], [0.0, 0.0, 0.0], [0.0, 0.0, 0.0], [0.0, 0.0, 0.0], [0.0, 0.0, 0.0], [0.0, 0.0, 0.0], [0.0, 0.0, 0.0], [0.0, 0.0, 0.0], [0.0, 0.1, -0.1], [0.0, -0.1, 0.0], [-0.2, -0.1, 0.2], [0.0, 0.0, 0.0], [0.0, 0.0, 0.0], [0.0, 0.0, 0.0], [0.0, 0.0, 0.0], [0.0, 0.0, 0.0]], "spin_multiplicity": 2, "charge": 2, "relative_energy_kcal_mol": 13.02, "homo_ev": [-14.2, -14.2]}


No. 2
{"formula": "C30H37BBr2N3O6PS2SeTi", "method": "ωB97M-V with the def2-TZVPD basis set", "elements": ["Ti", "C", "C", "S", "C", "C", "S", "H", "H", "H", "H", "H", "H", "Br", "C", "C", "C", "Br", "C", "C", "C", "C", "N", "C", "C", "O", "H", "H", "H", "H", "C", "C", "O", "P", "O", "C", "C", "O", "C", "C", "H", "H", "H", "H", "H", "H", "H", "H", "H", "H", "H", "H", "H", "H", "H", "O", "B", "O", "C", "C", "C", "C", "C", "C", "H", "H", "H", "H", "C", "N", "C", "C", "N", "C", "C", "Se", "H", "H", "H", "H", "H", "H", "H", "H"], "positions_angstrom": [[0.2791, -0.4374, 0.7988], [1.7038, -5.0972, 0.7528], [1.2901, -3.6929, 0.3705], [1.3250, -2.4870, 1.6421], [0.8744, -3.3797, -0.8670], [0.7331, -4.4115, -1.9598], [0.3976, -1.7403, -1.2696], [2.1640, -5.0976, 1.7396], [2.4223, -5.5161, 0.0413], [0.8444, -5.7744, 0.7836], [1.5262, -5.1635, -1.9195], [0.7572, -3.9337, -2.9396], [-0.2202, -4.9426, -1.8721], [-3.1187, 0.6285, 4.4942], [-1.2687, 1.0324, 4.4777], [-0.7079, 1.7608, 5.5415], [0.6221, 2.0641, 5.5472], [1.3307, 3.0491, 7.0142], [1.4702, 1.6670, 4.4835], [2.8508, 1.9358, 4.3694], [3.5315, 1.5022, 3.2675], [2.8536, 0.8019, 2.2552], [1.5722, 0.5325, 2.3380], [0.8800, 0.9433, 3.4322], [-0.5111, 0.5882, 3.4104], [-0.9608, -0.0855, 2.4042], [-1.3415, 2.0780, 6.3577], [3.3541, 2.4880, 5.1518], [4.5877, 1.7040, 3.1527], [3.3619, 0.4841, 1.3527], [-2.3425, -0.7643, -3.8687], [-2.0756, 0.1044, -2.6621], [-2.7974, -0.4442, -1.5517], [-2.2410, -0.1965, -0.0482], [-3.2925, -1.1752, 0.6874], [-2.7692, -2.3490, 1.3421], [-3.8942, -3.3507, 1.4640], [-2.8090, 1.2626, 0.3088], [-4.1835, 1.6350, 0.1440], [-4.2743, 2.7764, -0.8466], [-1.8330, -0.3553, -4.7437], [-3.4122, -0.8210, -4.0783], [-1.9646, -1.7697, -3.6789], [-2.4002, 1.1358, -2.8294], [-1.0107, 0.1256, -2.4423], [-2.3830, -2.0571, 2.3182], [-1.9409, -2.7610, 0.7575], [-4.7217, -2.9281, 2.0356], [-3.5337, -4.2428, 1.9798], [-4.2627, -3.6380, 0.4786], [-4.5409, 1.9406, 1.1291], [-4.7705, 0.7753, -0.1829], [-3.6063, 3.5878, -0.5544], [-5.2983, 3.1561, -0.8849], [-3.9915, 2.4448, -1.8463], [0.0375, 2.5863, 0.5905], [0.3781, 1.5802, -0.3584], [0.2099, 2.1621, -1.6456], [-0.3333, 3.4025, -1.4572], [-0.7591, 4.3076, -2.4004], [-1.3281, 5.4961, -1.9314], [-1.4488, 5.7458, -0.5695], [-1.0048, 4.8182, 0.3780], [-0.4506, 3.6537, -0.0982], [-0.6646, 4.1005, -3.4587], [-1.6824, 6.2317, -2.6425], [-1.8974, 6.6729, -0.2353], [-1.0983, 4.9940, 1.4418], [4.7305, -2.2688, -0.2060], [4.1371, -1.8587, -1.4635], [3.5732, -2.7165, -2.3846], [2.9987, -1.9556, -3.3329], [3.2266, -0.6388, -2.9917], [2.6103, 0.4988, -3.6411], [3.9263, -0.5728, -1.8345], [4.5599, 0.9450, -1.0084], [5.1132, -3.2823, -0.3163], [3.9793, -2.2485, 0.5857], [5.5420, -1.5872, 0.0387], [3.5930, -3.7835, -2.2551], [2.4163, -2.2285, -4.1942], [2.5982, 0.3361, -4.7182], [3.1897, 1.3871, -3.4032], [1.5937, 0.6305, -3.2655]], "forces_ev_per_angstrom": [[-0.4, -0.2, -0.1], [0.0, 0.1, 0.0], [0.0, -0.1, 0.1], [0.1, 0.1, -0.1], [-0.1, 0.0, -0.1], [0.0, 0.1, 0.1], [0.0, -0.1, 0.0], [0.0, 0.0, 0.0], [0.0, 0.0, 0.0], [0.0, 0.0, 0.0], [0.0, 0.0, 0.0], [0.0, 0.0, 0.0], [0.0, 0.0, 0.0], [0.0, 0.0, 0.0], [-0.1, 0.0, 0.1], [0.0, 0.0, -0.1], [0.0, 0.1, 0.1], [0.0, 0.0, 0.0], [-0.1, 0.0, 0.0], [0.0, 0.0, 0.0], [0.1, 0.0, 0.0], [-0.1, 0.0, 0.0], [0.0, 0.1, 0.1], [0.0, 0.0, -0.1], [0.0, 0.1, 0.0], [0.1, 0.0, -0.2], [0.0, 0.0, 0.0], [0.0, 0.0, 0.0], [0.0, 0.0, 0.0], [0.0, 0.0, 0.0], [0.0, 0.0, 0.0], [0.0, 0.0, -0.1], [0.0, 0.0, -0.1], [0.2, -0.1, 0.1], [0.0, 0.0, 0.0], [-0.1, -0.1, 0.0], [0.0, 0.0, 0.0], [0.0, 0.0, 0.0], [0.1, 0.0, 0.0], [0.0, 0.0, 0.0], [0.0, 0.0, 0.0], [0.0, 0.0, 0.0], [0.0, 0.0, 0.0], [0.0, 0.0, 0.0], [0.0, 0.0, 0.0], [0.0, 0.0, 0.0], [0.0, 0.0, 0.0], [0.0, 0.0, 0.0], [0.0, 0.0, 0.0], [0.0, 0.0, 0.0], [0.0, 0.0, 0.0], [0.0, 0.0, 0.0], [0.0, 0.0, 0.0], [0.0, 0.0, 0.0], [0.0, 0.0, 0.0], [-0.1, 0.3, 0.1], [0.0, -0.3, 0.2], [-0.1, 0.1, 0.0], [0.1, -0.1, -0.1], [0.0, 0.1, -0.1], [0.0, 0.0, 0.0], [0.0, 0.0, 0.0], [0.0, 0.1, 0.0], [0.1, -0.1, 0.1], [0.0, 0.0, 0.0], [0.0, 0.0, 0.0], [0.0, 0.0, 0.0], [0.0, 0.0, 0.0], [0.0, 0.0, 0.0], [0.0, 0.1, 0.0], [0.0, 0.0, 0.0], [0.0, 0.0, 0.0], [0.0, 0.0, 0.0], [-0.1, 0.0, 0.0], [-0.1, -0.2, -0.1], [0.1, 0.1, 0.0], [0.0, 0.0, 0.0], [0.0, 0.0, 0.0], [0.0, 0.0, 0.0], [0.0, 0.0, 0.0], [0.0, 0.0, 0.0], [0.0, 0.0, 0.0], [0.0, 0.0, 0.0], [0.0, 0.0, 0.0]], "spin_multiplicity": 2, "charge": -1, "relative_energy_kcal_mol": 0.00, "homo_ev": [-4.1, -4.1]}


No. 3
{"formula": "C30H37BFIN4O17P", "method": "ωB97M-V with the def2-TZVPD basis set", "elements": ["C", "C", "O", "B", "O", "C", "C", "N", "C", "N", "C", "O", "C", "C", "O", "P", "O", "I", "N", "C", "F", "C", "C", "C", "N", "H", "H", "H", "H", "H", "H", "H", "H", "H", "H", "H", "H", "H", "H", "H", "H", "H", "H", "H", "H", "H", "H", "H", "H", "H", "C", "C", "C", "O", "C", "C", "C", "O", "O", "O", "H", "H", "H", "H", "C", "C", "C", "O", "C", "C", "C", "O", "O", "O", "H", "H", "H", "H", "C", "C", "C", "O", "C", "C", "C", "O", "O", "O", "H", "H", "H", "H"], "positions_angstrom": [[5.0065, -4.4087, 2.4893], [5.0780, -5.4158, 1.3249], [4.0081, -5.3177, 0.3702], [2.7831, -5.6592, 0.8663], [2.5344, -6.8643, 1.4937], [1.6656, -4.5141, 0.6838], [1.5391, -4.2910, -0.8463], [0.2666, -3.5403, -1.1968], [-0.1370, -2.9474, -0.0147], [0.0583, -1.6966, 0.1079], [-0.2533, -1.0293, 1.3992], [-1.5471, -0.5181, 1.4244], [-2.4106, -1.1010, 2.3349], [-1.9989, -1.4374, 3.7440], [-3.4940, -1.2797, 2.0006], [0.7696, -0.6668, -1.2143], [0.4267, 0.8624, -0.7852], [-0.5523, -0.9114, -3.2561], [-0.6426, -3.7429, 0.9937], [-2.0282, -4.0895, 0.7992], [-2.2720, -4.7758, -0.3903], [-2.6450, -4.9060, 1.9303], [-4.1859, -4.7636, 1.9045], [0.2873, -4.8941, 1.2696], [0.3996, -4.9959, 2.7204], [5.1581, -4.9423, 3.4261], [5.8482, -3.7229, 2.4252], [4.1122, -3.7883, 2.5019], [5.9948, -5.2094, 0.7792], [5.1847, -6.4509, 1.6533], [2.8394, -6.7814, 2.4106], [2.1064, -3.6493, 1.1917], [2.4065, -3.7893, -1.2590], [1.4272, -5.2712, -1.3044], [-0.3950, -4.2463, -1.5044], [0.0053, -1.7215, 2.1958], [0.4443, -0.1960, 1.4848], [-1.5515, -2.4376, 3.7287], [-1.2064, -0.7818, 4.1060], [-2.8524, -1.4614, 4.4046], [1.0190, 1.1151, -0.0540], [-2.6056, -3.1677, 0.7476], [-2.2415, -4.6366, 2.8985], [-2.4158, -5.9494, 1.6969], [-4.5289, -4.7323, 2.9370], [-4.6675, -5.6241, 1.4552], [-4.4975, -3.8608, 1.4147], [-0.1256, -5.8160, 0.8644], [1.1011, -4.3603, 3.0778], [0.6113, -5.9513, 2.9772], [-6.7868, -1.4809, 0.1761], [-7.5972, -0.5975, -0.4211], [-9.0068, -0.9498, -0.7973], [-9.6983, -0.0985, -1.3202], [-9.4744, -2.3026, -0.5188], [-8.6628, -3.1853, 0.0749], [-7.2637, -2.8230, 0.4735], [-6.5751, -3.6642, 1.0276], [-9.0450, -4.4317, 0.3471], [-7.2078, 0.6385, -0.7149], [-5.7701, -1.2376, 0.4546], [-10.4855, -2.5510, -0.8089], [-8.2795, -4.8608, 0.7756], [-7.9781, 1.0694, -1.1367], [3.3396, 5.6742, -1.0564], [2.7100, 4.5727, -0.6323], [3.4650, 3.3840, -0.1125], [2.8409, 2.4070, 0.2820], [4.9138, 3.4412, -0.1029], [5.5478, 4.5419, -0.5305], [4.7936, 5.7419, -1.0255], [5.4333, 6.7143, -1.3820], [6.8685, 4.6363, -0.5410], [1.3802, 4.4721, -0.6473], [2.8069, 6.5374, -1.4286], [5.4461, 2.5726, 0.2579], [7.0758, 5.5262, -0.8912], [1.1689, 3.5899, -0.2938], [1.7030, 10.0858, -3.2512], [1.8260, 10.7800, -4.3899], [3.1520, 10.9436, -5.0732], [3.1949, 11.5697, -6.1147], [4.3237, 10.3452, -4.4490], [4.2029, 9.6528, -3.3079], [2.8706, 9.4690, -2.6410], [2.8143, 8.8145, -1.6137], [5.2498, 9.0944, -2.7082], [0.7901, 11.3619, -4.9823], [0.7529, 9.9597, -2.7513], [5.2758, 10.4841, -4.9411], [4.9107, 8.6458, -1.9085], [1.1469, 11.7943, -5.7838]], "forces_ev_per_angstrom": [[0.5, -0.4, -0.1], [0.9, -0.1, -0.5], [-0.2, 0.4, 0.8], [-0.1, 0.4, -0.4], [0.1, 0.6, 0.6], [-0.3, -1.5, -1.2], [-0.1, 0.0, 0.3], [1.1, -0.2, -0.2], [-0.6, -1.4, -1.1], [-1.6, 1.8, 1.1], [1.1, 0.7, 0.0], [0.7, -0.6, 0.1], [2.3, 0.4, 1.8], [1.7, -0.1, -0.4], [-4.5, -0.6, -1.7], [1.7, 0.1, -1.4], [-0.6, -0.9, 0.5], [-0.2, 0.2, 0.7], [0.0, -0.5, 0.0], [-1.3, 0.6, 1.5], [0.5, 0.0, -0.3], [-0.5, -0.4, -0.8], [0.9, -0.4, 0.7], [1.2, 1.2, 1.0], [-0.6, -0.4, -0.4], [-0.4, 0.1, 0.2], [0.0, 0.1, -0.1], [-0.2, -0.2, 0.1], [-0.1, 0.0, -0.2], [-0.3, 0.0, 0.2], [0.0, -0.6, -0.1], [-0.3, 0.2, 0.0], [0.0, 0.1, -0.1], [0.1, 0.0, -0.3], [-0.3, 0.2, 0.2], [-0.4, -0.1, 0.0], [0.0, 0.0, 0.0], [-0.1, -0.1, 0.0], [-0.2, 0.1, 0.2], [-0.2, 0.2, -0.1], [0.3, 0.4, -0.3], [0.1, 0.2, -0.4], [0.2, 0.1, 0.0], [0.3, 0.0, 0.4], [-0.2, 0.1, 0.0], [0.0, 0.0, -0.3], [-0.1, 0.2, -0.1], [0.1, -0.1, -0.1], [0.1, -0.1, 0.1], [0.0, 0.1, 0.2], [0.1, -0.3, 0.1], [0.5, 0.1, 0.1], [-0.4, -0.4, 0.0], [0.3, 0.2, 0.0], [0.0, 0.2, -0.1], [-0.5, -0.1, -0.1], [0.4, 0.4, 0.0], [-0.7, -0.1, -0.2], [0.4, 0.1, 0.1], [-0.4, -0.1, -0.1], [0.0, 0.0, 0.0], [0.0, 0.0, 0.0], [-0.1, 0.0, 0.0], [0.1, 0.0, 0.0], [0.2, 0.1, -0.1], [-0.2, 0.3, -0.1], [0.6, -0.1, 0.1], [-0.5, -0.1, -0.1], [-0.3, -0.2, 0.1], [0.3, -0.4, 0.1], [-0.6, 0.2, -0.1], [0.2, -0.3, 0.2], [-0.2, 0.4, -0.1], [0.2, -0.4, 0.2], [0.0, 0.0, 0.1], [0.0, 0.0, 0.0], [0.1, -0.1, 0.0], [-0.1, 0.1, 0.0], [0.1, -0.2, 0.2], [-0.4, 0.0, 0.2], [0.6, -0.1, 0.0], [-0.3, 0.1, 0.0], [-0.2, 0.1, -0.2], [0.6, 0.1, -0.2], [-0.5, 0.2, -0.1], [0.3, -0.1, 0.0], [-0.5, 0.2, 0.1], [0.3, 0.1, -0.2], [0.0, 0.0, 0.0], [0.0, 0.0, 0.0], [0.2, -0.2, -0.1], [-0.1, 0.0, 0.0]], "charge": 1, "homo_ev": -10.7}


no.,E_tot (eV)
1,-159969.371
2,-308657.141
3,-93255.919